# 1
A structure of composition C16H27BF2MnN9OS, computed with wB97M-V/def2-TZVPD.

The geometry in XYZ format:
```
58
Properties=species:S:1:pos:R:3:mulliken_spin:R:1
Mn -0.31107 0.25327 0.23471 1.06
N 0.45259 1.37510 3.25242 0.00
C 1.89197 1.78940 3.39206 -0.01
C 1.97477 3.31323 3.28450 0.00
C 1.63325 3.81307 1.87309 0.00
N 0.20708 3.54758 1.60997 0.00
C 2.54915 3.14641 0.84929 0.00
C 2.70894 1.62474 0.92126 0.00
N 1.70680 0.88790 0.08516 0.00
C 2.77506 1.09956 2.35815 0.01
H -0.05915 1.54150 4.11707 0.00
H 0.34447 0.38697 2.97952 0.00
H 0.04795 2.01150 2.49230 0.00
H 2.21266 1.46213 4.38065 0.00
H 2.99158 3.61205 3.54562 0.00
H 1.31608 3.78472 4.01974 0.00
H 1.84201 4.88563 1.82747 0.00
H -0.03736 3.54017 0.62333 0.00
H -0.37112 4.26620 2.03476 0.00
H 3.54382 3.56850 1.01284 0.00
H 2.26530 3.44831 -0.16321 0.00
H 3.67897 1.39482 0.47582 0.00
H 2.14541 -0.02364 -0.08788 0.00
H 1.70674 1.34030 -0.82681 0.00
H 3.79945 1.24967 2.70662 0.00
H 2.61973 0.01842 2.37087 0.00
N 0.17988 -1.14349 1.70710 -0.02
C 0.77751 -2.10549 1.41652 0.00
C 1.68688 -3.03877 0.98437 0.02
C 1.30962 -4.35474 0.63211 0.00
N 1.01137 -5.42778 0.33575 0.00
C 2.91275 -2.42943 0.61489 0.00
N 3.81764 -1.76407 0.34374 0.00
C -1.97136 -4.94850 -1.45054 0.00
S -1.51106 -3.60643 -2.52489 0.00
C 0.15546 -4.07041 -2.91975 0.00
O -1.25522 -2.39429 -1.55179 -0.01
H -2.08832 -5.83273 -2.07827 0.00
H -2.92778 -4.67483 -1.01029 0.00
H -1.20499 -5.10679 -0.69216 0.00
H 0.09784 -4.96462 -3.54103 0.00
H 0.70833 -4.27816 -2.00710 0.00
H 0.58915 -3.25365 -3.49227 0.00
F -3.17217 -2.29691 -0.15372 0.00
B -2.52779 -1.59839 -1.14989 0.01
F -3.29213 -1.43365 -2.28492 0.00
N -1.66246 2.87381 -2.46741 0.01
C -1.72052 2.08710 -1.36512 0.01
C -1.27062 0.68672 -1.44119 -0.01
N -2.00793 -0.25331 -0.60575 -0.07
C -2.39039 0.30547 0.60836 -0.13
C -2.08297 1.63005 0.81330 0.12
N -2.03613 2.59202 -0.21484 0.01
H -1.65671 2.43986 -3.37316 0.00
H -2.07658 3.78930 -2.40166 0.00
H -1.08504 0.28886 -2.43469 0.00
H -2.75489 -0.38033 1.35870 -0.01
H -2.23328 2.03227 1.80744 0.00
```

LUMO (spin up / spin down) (eV): -2.37 / -2.36
Energy relative to the best compared isomer or geometry (same formula, charge and spin) (kcal per mole): 2.86
Multiplicity: 2
Orbital gap (spin up / spin down) (Ha): 0.2847 / 0.2916
Total charge: +1


# 2
A cluster of 2 separate species, C16H27BrF9N3O3S in total, computed with wB97M-V/def2-TZVPD.

The geometry in XYZ format:
```
60
Properties=species:S:1:pos:R:3:lowdin_charge:R:1
C 0.75356 -1.73453 -0.57820 -0.10
C 0.87119 -3.12915 -1.14956 -0.28
C -0.48252 -3.70341 -1.55576 -0.70
Br -0.24219 -4.90384 -3.06910 0.80
N -1.17111 -4.45066 -0.48565 -0.26
N -1.02748 -3.81239 0.79668 0.09
S -3.09401 -4.82338 -0.80837 0.73
O -3.36882 -5.61069 0.35862 -0.31
O -3.21028 -5.52720 -2.04312 -0.33
C -4.47991 -3.45159 -0.75130 -0.45
F -5.65843 -4.11480 -0.81964 0.11
F -4.43129 -2.83361 0.43986 0.10
C -4.42194 -2.43433 -1.92464 -0.38
F -3.74624 -2.94818 -2.95857 0.15
F -5.68086 -2.18667 -2.34473 0.15
C -3.81335 -1.05774 -1.54555 -0.36
F -2.83830 -1.18625 -0.64647 0.16
F -3.26657 -0.55175 -2.66449 0.16
C -4.85115 -0.00388 -1.06594 -0.54
F -5.48782 0.53528 -2.09958 0.19
F -4.16336 0.96372 -0.43537 0.17
F -5.71780 -0.52906 -0.20729 0.19
H 0.38234 -1.78594 0.42891 0.05
H 0.13957 -1.09176 -1.18745 0.08
H 1.71773 -1.25540 -0.50910 0.06
H 1.42945 -3.06413 -2.06719 0.08
H 1.41277 -3.81605 -0.51632 0.11
H -1.08622 -2.88921 -1.92229 0.08
H -0.69994 -5.35872 -0.42551 0.13
H -1.93687 -3.82547 1.25475 0.08
H -0.43349 -4.39710 1.36117 0.10
C 3.08823 1.32316 2.59896 -0.02
C 1.94218 2.00512 1.82913 -0.50
C 1.66873 3.38158 2.44548 -0.15
C 2.74951 4.43729 2.18428 -0.17
C 3.50163 4.20904 0.86335 -0.14
C 2.72962 3.38854 -0.17422 -0.52
N 2.37002 2.10218 0.41935 -0.12
O 1.75983 1.30059 -0.40127 -0.06
C 3.67918 3.11817 -1.33891 -0.04
C 1.52653 4.17602 -0.69918 -0.01
C 0.68832 1.16589 2.00233 -0.03
H 3.28141 0.33223 2.18592 0.09
H 2.83831 1.20714 3.65750 0.09
H 4.01300 1.89754 2.53403 0.08
H 0.71378 3.75126 2.06538 0.10
H 1.52564 3.26484 3.52138 0.12
H 2.28139 5.42324 2.18169 0.11
H 3.46707 4.45277 3.00658 0.11
H 3.78213 5.17019 0.43081 0.12
H 4.44411 3.69623 1.07351 0.11
H 4.51448 2.49599 -1.01634 0.09
H 4.08180 4.05778 -1.72114 0.09
H 3.17028 2.61012 -2.15603 0.08
H 1.86646 5.11075 -1.14827 0.09
H 0.81167 4.42685 0.08476 0.08
H 0.99932 3.60855 -1.46541 0.08
H 0.44534 1.10393 3.06407 0.09
H 0.82572 0.15289 1.63056 0.06
H -0.16231 1.60802 1.48293 0.09
```

LUMO (eV): -2.92
Orbital gap (Ha): 0.0671
Total charge: 0


# 3
The ion C16H27N2O2 with charge +1, computed with wB97M-V/def2-TZVPD.

The geometry in XYZ format:
```
47
Properties=species:S:1:pos:R:3:lowdin_charge:R:1
H 2.27995 3.96975 1.60348 0.08
N 1.86150 3.04263 1.51008 0.13
C 0.59641 3.12082 1.47380 -0.19
C -0.17138 1.80916 1.35070 -0.06
N -1.02745 1.68711 0.14899 0.03
C -2.34764 1.50391 0.36785 0.07
C -3.24414 1.34665 -0.63733 -0.26
O -4.56612 1.13375 -0.38619 -0.03
C -4.77807 -0.15353 0.22858 -0.21
C -4.50739 -1.35720 -0.68957 -0.05
C -2.80682 1.41111 -1.95975 0.09
C -1.46158 1.59157 -2.16505 0.04
C -0.57389 1.70957 -1.11351 -0.17
C 0.89339 1.85166 -1.44278 -0.09
C 1.58031 0.44624 -1.29905 -0.17
C 3.01637 0.48661 -0.74409 -0.18
C 3.33606 -0.91384 -0.13175 -0.16
C 2.77370 -1.07585 1.28849 -0.24
O 2.96371 -2.35383 1.84237 -0.13
C 1.87542 -3.23613 1.64607 -0.27
C 2.07272 -4.21784 0.45649 -0.07
H 0.11598 4.10699 1.50748 0.13
H 0.54823 0.98712 1.38634 0.11
H -0.79554 1.71299 2.24479 0.14
H -2.71048 1.45708 1.38906 0.16
H -5.82179 -0.21548 0.54781 0.13
H -4.19737 -0.28643 1.15231 0.11
H -5.41441 -1.69845 -1.19796 0.08
H -3.75559 -1.17671 -1.46597 0.07
H -4.15425 -2.20345 -0.08889 0.08
H -3.48765 1.31811 -2.79925 0.15
H -1.08471 1.61857 -3.18093 0.14
H 0.94587 2.11564 -2.50440 0.12
H 1.39970 2.65014 -0.90496 0.10
H 1.53542 -0.06746 -2.26496 0.13
H 0.97287 -0.14429 -0.59674 0.10
H 3.76122 0.61361 -1.53746 0.12
H 3.13862 1.27164 0.01061 0.09
H 2.79777 -1.63351 -0.76998 0.11
H 4.40724 -1.12699 -0.17049 0.12
H 1.70969 -0.78477 1.28371 0.09
H 3.28491 -0.33753 1.92593 0.13
H 1.79330 -3.84546 2.55503 0.12
H 0.90354 -2.73109 1.53355 0.11
H 1.43634 -3.94289 -0.39035 0.06
H 3.13786 -4.23857 0.21389 0.08
H 1.76814 -5.22116 0.77399 0.07
```

LUMO (eV): -4.13
Energy relative to the best compared isomer or geometry (same formula, charge and spin) (kcal per mole): 64.09
Orbital gap (Ha): 0.2849
Total charge: +1


Repeat the second record exactly.
A cluster of 2 separate species, C16H27BrF9N3O3S in total, computed with wB97M-V/def2-TZVPD.

The geometry in XYZ format:
```
60
Properties=species:S:1:pos:R:3:lowdin_charge:R:1
C 0.75356 -1.73453 -0.57820 -0.10
C 0.87119 -3.12915 -1.14956 -0.28
C -0.48252 -3.70341 -1.55576 -0.70
Br -0.24219 -4.90384 -3.06910 0.80
N -1.17111 -4.45066 -0.48565 -0.26
N -1.02748 -3.81239 0.79668 0.09
S -3.09401 -4.82338 -0.80837 0.73
O -3.36882 -5.61069 0.35862 -0.31
O -3.21028 -5.52720 -2.04312 -0.33
C -4.47991 -3.45159 -0.75130 -0.45
F -5.65843 -4.11480 -0.81964 0.11
F -4.43129 -2.83361 0.43986 0.10
C -4.42194 -2.43433 -1.92464 -0.38
F -3.74624 -2.94818 -2.95857 0.15
F -5.68086 -2.18667 -2.34473 0.15
C -3.81335 -1.05774 -1.54555 -0.36
F -2.83830 -1.18625 -0.64647 0.16
F -3.26657 -0.55175 -2.66449 0.16
C -4.85115 -0.00388 -1.06594 -0.54
F -5.48782 0.53528 -2.09958 0.19
F -4.16336 0.96372 -0.43537 0.17
F -5.71780 -0.52906 -0.20729 0.19
H 0.38234 -1.78594 0.42891 0.05
H 0.13957 -1.09176 -1.18745 0.08
H 1.71773 -1.25540 -0.50910 0.06
H 1.42945 -3.06413 -2.06719 0.08
H 1.41277 -3.81605 -0.51632 0.11
H -1.08622 -2.88921 -1.92229 0.08
H -0.69994 -5.35872 -0.42551 0.13
H -1.93687 -3.82547 1.25475 0.08
H -0.43349 -4.39710 1.36117 0.10
C 3.08823 1.32316 2.59896 -0.02
C 1.94218 2.00512 1.82913 -0.50
C 1.66873 3.38158 2.44548 -0.15
C 2.74951 4.43729 2.18428 -0.17
C 3.50163 4.20904 0.86335 -0.14
C 2.72962 3.38854 -0.17422 -0.52
N 2.37002 2.10218 0.41935 -0.12
O 1.75983 1.30059 -0.40127 -0.06
C 3.67918 3.11817 -1.33891 -0.04
C 1.52653 4.17602 -0.69918 -0.01
C 0.68832 1.16589 2.00233 -0.03
H 3.28141 0.33223 2.18592 0.09
H 2.83831 1.20714 3.65750 0.09
H 4.01300 1.89754 2.53403 0.08
H 0.71378 3.75126 2.06538 0.10
H 1.52564 3.26484 3.52138 0.12
H 2.28139 5.42324 2.18169 0.11
H 3.46707 4.45277 3.00658 0.11
H 3.78213 5.17019 0.43081 0.12
H 4.44411 3.69623 1.07351 0.11
H 4.51448 2.49599 -1.01634 0.09
H 4.08180 4.05778 -1.72114 0.09
H 3.17028 2.61012 -2.15603 0.08
H 1.86646 5.11075 -1.14827 0.09
H 0.81167 4.42685 0.08476 0.08
H 0.99932 3.60855 -1.46541 0.08
H 0.44534 1.10393 3.06407 0.09
H 0.82572 0.15289 1.63056 0.06
H -0.16231 1.60802 1.48293 0.09
```

LUMO (eV): -2.92
Orbital gap (Ha): 0.0671
Total charge: 0


Repeat the second record exactly.
A cluster of 2 separate species, C16H27BrF9N3O3S in total, computed with wB97M-V/def2-TZVPD.

The geometry in XYZ format:
```
60
Properties=species:S:1:pos:R:3:lowdin_charge:R:1
C 0.75356 -1.73453 -0.57820 -0.10
C 0.87119 -3.12915 -1.14956 -0.28
C -0.48252 -3.70341 -1.55576 -0.70
Br -0.24219 -4.90384 -3.06910 0.80
N -1.17111 -4.45066 -0.48565 -0.26
N -1.02748 -3.81239 0.79668 0.09
S -3.09401 -4.82338 -0.80837 0.73
O -3.36882 -5.61069 0.35862 -0.31
O -3.21028 -5.52720 -2.04312 -0.33
C -4.47991 -3.45159 -0.75130 -0.45
F -5.65843 -4.11480 -0.81964 0.11
F -4.43129 -2.83361 0.43986 0.10
C -4.42194 -2.43433 -1.92464 -0.38
F -3.74624 -2.94818 -2.95857 0.15
F -5.68086 -2.18667 -2.34473 0.15
C -3.81335 -1.05774 -1.54555 -0.36
F -2.83830 -1.18625 -0.64647 0.16
F -3.26657 -0.55175 -2.66449 0.16
C -4.85115 -0.00388 -1.06594 -0.54
F -5.48782 0.53528 -2.09958 0.19
F -4.16336 0.96372 -0.43537 0.17
F -5.71780 -0.52906 -0.20729 0.19
H 0.38234 -1.78594 0.42891 0.05
H 0.13957 -1.09176 -1.18745 0.08
H 1.71773 -1.25540 -0.50910 0.06
H 1.42945 -3.06413 -2.06719 0.08
H 1.41277 -3.81605 -0.51632 0.11
H -1.08622 -2.88921 -1.92229 0.08
H -0.69994 -5.35872 -0.42551 0.13
H -1.93687 -3.82547 1.25475 0.08
H -0.43349 -4.39710 1.36117 0.10
C 3.08823 1.32316 2.59896 -0.02
C 1.94218 2.00512 1.82913 -0.50
C 1.66873 3.38158 2.44548 -0.15
C 2.74951 4.43729 2.18428 -0.17
C 3.50163 4.20904 0.86335 -0.14
C 2.72962 3.38854 -0.17422 -0.52
N 2.37002 2.10218 0.41935 -0.12
O 1.75983 1.30059 -0.40127 -0.06
C 3.67918 3.11817 -1.33891 -0.04
C 1.52653 4.17602 -0.69918 -0.01
C 0.68832 1.16589 2.00233 -0.03
H 3.28141 0.33223 2.18592 0.09
H 2.83831 1.20714 3.65750 0.09
H 4.01300 1.89754 2.53403 0.08
H 0.71378 3.75126 2.06538 0.10
H 1.52564 3.26484 3.52138 0.12
H 2.28139 5.42324 2.18169 0.11
H 3.46707 4.45277 3.00658 0.11
H 3.78213 5.17019 0.43081 0.12
H 4.44411 3.69623 1.07351 0.11
H 4.51448 2.49599 -1.01634 0.09
H 4.08180 4.05778 -1.72114 0.09
H 3.17028 2.61012 -2.15603 0.08
H 1.86646 5.11075 -1.14827 0.09
H 0.81167 4.42685 0.08476 0.08
H 0.99932 3.60855 -1.46541 0.08
H 0.44534 1.10393 3.06407 0.09
H 0.82572 0.15289 1.63056 0.06
H -0.16231 1.60802 1.48293 0.09
```

LUMO (eV): -2.92
Orbital gap (Ha): 0.0671
Total charge: 0


Repeat the third record exactly.
The ion C16H27N2O2 with charge +1, computed with wB97M-V/def2-TZVPD.

The geometry in XYZ format:
```
47
Properties=species:S:1:pos:R:3:lowdin_charge:R:1
H 2.27995 3.96975 1.60348 0.08
N 1.86150 3.04263 1.51008 0.13
C 0.59641 3.12082 1.47380 -0.19
C -0.17138 1.80916 1.35070 -0.06
N -1.02745 1.68711 0.14899 0.03
C -2.34764 1.50391 0.36785 0.07
C -3.24414 1.34665 -0.63733 -0.26
O -4.56612 1.13375 -0.38619 -0.03
C -4.77807 -0.15353 0.22858 -0.21
C -4.50739 -1.35720 -0.68957 -0.05
C -2.80682 1.41111 -1.95975 0.09
C -1.46158 1.59157 -2.16505 0.04
C -0.57389 1.70957 -1.11351 -0.17
C 0.89339 1.85166 -1.44278 -0.09
C 1.58031 0.44624 -1.29905 -0.17
C 3.01637 0.48661 -0.74409 -0.18
C 3.33606 -0.91384 -0.13175 -0.16
C 2.77370 -1.07585 1.28849 -0.24
O 2.96371 -2.35383 1.84237 -0.13
C 1.87542 -3.23613 1.64607 -0.27
C 2.07272 -4.21784 0.45649 -0.07
H 0.11598 4.10699 1.50748 0.13
H 0.54823 0.98712 1.38634 0.11
H -0.79554 1.71299 2.24479 0.14
H -2.71048 1.45708 1.38906 0.16
H -5.82179 -0.21548 0.54781 0.13
H -4.19737 -0.28643 1.15231 0.11
H -5.41441 -1.69845 -1.19796 0.08
H -3.75559 -1.17671 -1.46597 0.07
H -4.15425 -2.20345 -0.08889 0.08
H -3.48765 1.31811 -2.79925 0.15
H -1.08471 1.61857 -3.18093 0.14
H 0.94587 2.11564 -2.50440 0.12
H 1.39970 2.65014 -0.90496 0.10
H 1.53542 -0.06746 -2.26496 0.13
H 0.97287 -0.14429 -0.59674 0.10
H 3.76122 0.61361 -1.53746 0.12
H 3.13862 1.27164 0.01061 0.09
H 2.79777 -1.63351 -0.76998 0.11
H 4.40724 -1.12699 -0.17049 0.12
H 1.70969 -0.78477 1.28371 0.09
H 3.28491 -0.33753 1.92593 0.13
H 1.79330 -3.84546 2.55503 0.12
H 0.90354 -2.73109 1.53355 0.11
H 1.43634 -3.94289 -0.39035 0.06
H 3.13786 -4.23857 0.21389 0.08
H 1.76814 -5.22116 0.77399 0.07
```

LUMO (eV): -4.13
Energy relative to the best compared isomer or geometry (same formula, charge and spin) (kcal per mole): 64.09
Orbital gap (Ha): 0.2849
Total charge: +1